98
Properties=species:S:1:pos:R:3:forces:R:3 method="wB97M-V/def2-TZVPD" homo_lumo_gap_ev=7.2 charge=+1 mol_weight_g_mol=1036.7 homo_energy_ev=-10.290 total_energy_ev=-84083.789 de_lowest_kj_mol=0.00
Pd 0.805817 0.227940 -0.949034 -0.2 -0.3 0.9
C -1.673532 -0.773056 5.619357 0.1 0.1 -0.1
C -1.417025 -0.373203 4.182768 -0.1 0.0 0.1
C -1.891165 0.825205 3.657167 -0.1 0.0 0.1
C -1.717268 1.182374 2.325888 -0.2 0.2 0.1
C -2.366249 2.423858 1.799818 0.1 0.2 0.1
O -2.840060 2.478046 0.680699 -0.2 -0.1 -0.1
C -2.447040 3.633719 2.686992 0.1 -0.2 0.0
C -1.459014 3.933023 3.621154 0.1 0.0 0.1
C -1.557604 5.079671 4.398753 0.0 0.0 -0.1
C -2.650755 5.923381 4.250786 0.0 0.0 0.0
C -3.634521 5.632891 3.310972 0.0 0.0 0.0
C -3.527181 4.495541 2.527027 -0.1 0.1 0.0
C -1.013962 0.324713 1.452590 0.1 0.1 -0.4
O -0.879652 0.658341 0.196565 -0.3 0.7 -0.2
C -0.503812 -0.884998 1.971081 0.3 -0.2 0.2
C -0.729572 -1.204241 3.320094 0.2 -0.1 -0.1
C 0.153104 -1.863363 1.090227 -0.4 -0.2 0.2
N 0.341138 -1.647945 -0.167862 0.8 -0.3 -0.2
C 0.892290 -2.698139 -1.042863 -0.2 -0.1 0.1
C 2.401392 -2.746578 -0.983614 0.1 -0.2 -0.1
Te 3.197928 -0.796750 -1.024851 0.1 0.9 -0.4
C 3.601538 -0.648875 1.048794 0.1 0.0 0.0
C 4.730828 -1.277865 1.567583 0.0 -0.1 0.1
C 5.035287 -1.165209 2.919209 -0.1 0.0 0.0
C 4.218097 -0.413970 3.756425 0.0 0.0 0.0
C 3.097147 0.223445 3.240048 0.0 0.0 0.0
C 2.791900 0.110555 1.887804 0.1 0.0 0.1
C 0.565001 -3.178507 1.690415 -0.2 0.0 0.0
C -0.196755 -4.326481 1.500851 -0.1 0.0 0.1
C 0.204712 -5.531027 2.062793 0.0 0.0 0.0
C 1.373474 -5.593771 2.809722 0.0 0.0 0.0
C 2.129197 -4.445258 3.009290 0.0 0.0 0.0
C 1.724285 -3.234751 2.459812 0.0 0.0 0.0
H -2.239347 -0.005017 6.145689 0.0 0.0 0.0
H -0.739940 -0.932453 6.163235 0.0 0.0 0.0
H -2.243119 -1.702415 5.675113 0.0 0.0 0.0
H -2.454310 1.491532 4.304200 0.1 0.0 0.0
H -0.600757 3.279087 3.728577 -0.1 0.0 0.0
H -0.785786 5.311170 5.121630 0.0 0.0 0.0
H -2.734163 6.811766 4.864287 0.0 0.0 0.0
H -4.482859 6.294834 3.190554 0.0 0.0 0.0
H -4.281610 4.256358 1.787957 0.0 0.0 0.0
H -0.362366 -2.149287 3.703518 0.0 0.0 0.0
H 0.576270 -2.444168 -2.049619 0.0 0.0 -0.1
H 0.492152 -3.681578 -0.806066 -0.1 0.0 0.1
H 2.798435 -3.276232 -1.846503 0.0 0.0 0.0
H 2.781521 -3.196461 -0.067754 -0.1 -0.1 0.0
H 5.376239 -1.867545 0.924577 0.0 0.0 0.0
H 5.912769 -1.661184 3.316628 0.0 0.0 0.0
H 4.459360 -0.322698 4.808629 0.0 0.0 0.0
H 2.450486 0.800904 3.890321 0.0 0.0 0.0
H 1.912871 0.601373 1.494794 -0.1 0.1 -0.1
H -1.117212 -4.276478 0.928868 0.0 0.0 0.0
H -0.396395 -6.419995 1.916101 0.0 0.0 0.0
H 1.688696 -6.534586 3.244271 0.0 0.0 0.0
H 3.038328 -4.486194 3.596363 0.0 0.0 0.0
H 2.299355 -2.332584 2.642133 0.0 -0.1 0.0
N -5.054242 -0.243150 -2.471108 0.0 0.0 -0.1
C -4.643659 1.100482 -2.064895 -0.2 -0.1 0.1
C -3.155932 1.263197 -2.291560 0.2 0.0 -0.1
N -2.455543 0.042261 -1.805015 0.2 0.2 -0.4
H -5.957427 -0.483141 -2.088067 0.0 0.0 0.0
H -3.123819 -0.724642 -1.880750 -0.2 -0.2 0.0
H -5.129671 -0.316823 -3.478242 0.0 0.0 0.0
H -4.840786 1.212826 -0.998758 -0.1 0.0 0.0
H -5.165602 1.899349 -2.593377 0.0 0.1 0.0
H -2.790875 2.114753 -1.722094 0.1 0.0 -0.1
H -2.927133 1.390823 -3.349042 0.0 -0.1 0.0
H -1.612343 -0.178690 -2.379716 -0.1 0.0 0.1
H -2.130388 0.183698 -0.827668 0.2 0.1 0.0
C 3.002579 2.791978 -0.872617 -0.1 0.2 0.1
P 1.388632 2.326461 -1.563877 0.8 -0.5 0.1
C 1.658822 2.543908 -3.328595 -0.1 0.1 -0.2
C 0.334271 3.678283 -1.016343 -0.3 0.0 0.0
H 3.305923 3.770657 -1.250658 0.0 0.0 0.0
H 3.753164 2.059337 -1.156524 0.1 0.0 -0.1
H 2.947036 2.829000 0.215576 0.0 0.0 0.0
H 2.150542 3.503265 -3.499618 0.0 0.0 -0.1
H 0.713075 2.513652 -3.870654 0.0 0.0 0.0
H 2.284309 1.726263 -3.686310 0.0 0.0 0.0
H 0.873122 4.608174 -1.198942 -0.1 0.1 0.0
H 0.104520 3.579079 0.044853 0.0 0.0 0.0
H -0.608697 3.686049 -1.564360 0.0 0.0 0.0
I 0.251799 -3.361842 -9.763982 0.0 -0.1 -0.2
C 0.457619 -2.521386 -7.876780 0.0 0.0 0.1
C -0.673931 -2.121099 -7.178736 0.1 0.1 0.1
C -0.526687 -1.559450 -5.917561 -0.1 -0.1 -0.1
C 0.734048 -1.394783 -5.355642 0.0 0.1 0.0
C 1.854863 -1.802321 -6.067883 0.1 -0.1 -0.1
C 1.723760 -2.370546 -7.329045 0.0 0.1 0.2
C 0.895711 -0.770272 -3.993775 -0.5 0.2 0.3
O -0.162849 -0.470486 -3.350299 -0.2 0.0 0.0
O 2.038876 -0.568323 -3.548113 0.5 -0.4 -0.3
H -1.655530 -2.244156 -7.615426 0.0 0.0 0.0
H -1.395031 -1.243806 -5.354205 0.0 0.0 0.0
H 2.832383 -1.668857 -5.623001 0.0 0.0 0.0
H 2.598507 -2.686589 -7.881150 0.0 0.0 0.0